# 1
The following is a DFT calculation (the ωB97M-V functional and the def2-TZVPD basis) of C26H33ClCuN4O2 as an isolated structure.

Geometry as XYZ:
```
67
Properties=species:S:1:pos:R:3:forces:R:3:lowdin_spin:R:1
Cu -1.5909 0.9629 -0.5859 -0.27 -0.24 -0.68 0.562
N -0.9470 -0.3519 1.0926 0.16 0.22 0.63 0.011
C -2.0135 -1.3117 1.4263 -0.36 0.74 0.47 0.001
C -2.7967 -1.7155 0.1980 -0.61 -0.03 -0.34 0.001
N -3.2182 -0.5612 -0.6194 0.57 -0.30 -0.41 0.027
C -4.4710 0.0946 -0.3331 -1.88 0.13 -1.20 0.002
C -4.3417 1.3901 0.4519 0.63 -0.04 0.10 0.003
N -3.2782 2.2169 -0.1676 -0.52 0.13 -0.15 0.042
H -0.5470 0.0683 1.9368 -0.40 -0.10 -0.28 0.000
H -0.1506 -0.7952 0.6426 0.02 -0.30 -0.36 0.000
H -1.6741 -2.1835 1.9529 0.52 -0.73 0.03 0.000
H -2.6815 -0.8569 2.1669 -0.01 0.35 -0.23 0.000
H -2.1597 -2.3497 -0.4424 -0.36 0.20 0.15 0.000
H -3.7126 -2.2775 0.4863 0.65 -0.04 0.00 0.001
H -3.2242 -0.8875 -1.5977 0.36 0.23 0.31 0.000
H -4.9590 0.3258 -1.3317 0.63 -0.06 0.94 0.000
H -5.2410 -0.5438 0.1482 0.52 0.01 0.08 0.000
H -5.3109 1.9154 0.5173 0.37 -0.26 0.07 0.001
H -3.9768 1.1286 1.4503 -0.23 0.24 0.07 0.000
H -3.6479 2.6748 -1.0081 0.31 -0.21 0.29 0.000
H -2.9735 2.9651 0.4484 -0.07 -0.02 -0.01 0.000
C 4.2498 -1.9320 3.1278 0.69 0.47 -0.16 0.000
C 3.8336 -1.0954 1.9106 -0.08 -1.07 0.88 0.000
C 4.5057 0.0563 1.6531 0.98 0.98 -0.40 0.000
C 4.3080 0.8005 0.4920 1.05 0.51 0.41 0.000
C 3.3643 0.3970 -0.3890 -2.25 -0.59 -0.69 0.000
C 2.5625 -0.7350 -0.1073 0.39 -0.29 0.37 0.000
N 1.4289 -1.0276 -0.9058 -0.53 0.12 -0.96 0.000
C 1.3515 -2.0602 -1.8889 0.01 0.33 0.18 0.000
C 2.3942 -2.9690 -1.9903 -0.32 -0.48 -0.30 0.000
C 2.3493 -3.9856 -2.9229 -0.48 -0.06 -0.36 0.000
C 1.2462 -4.0977 -3.7941 0.94 -0.03 0.89 0.000
C 0.1991 -3.2138 -3.7040 0.09 0.85 0.36 0.000
C 0.2372 -2.1745 -2.7653 0.48 0.00 0.60 0.002
C -0.9451 -1.2575 -2.6285 -0.28 -0.12 -0.23 0.004
O -2.0464 -1.6428 -3.0359 -0.31 -0.13 0.01 0.002
O -0.7294 -0.1345 -2.0712 0.34 0.37 0.00 0.038
C 2.8256 -1.5043 1.0394 -0.54 -0.37 -0.36 0.000
C 2.0154 -2.7316 1.4148 -0.12 0.10 -1.14 0.000
H 5.2092 -1.5393 3.5614 -1.05 -0.25 -0.29 0.000
H 4.4411 -2.9612 2.8564 0.21 -0.30 -0.41 0.000
H 3.5025 -2.0470 3.9083 -0.22 0.49 0.14 0.000
H 5.2514 0.3652 2.3559 0.42 0.22 0.24 0.000
H 4.9401 1.6607 0.2381 -0.36 -0.26 0.41 0.000
H 3.0230 1.0060 -1.2279 0.56 -0.15 -0.05 0.000
H 0.9858 -0.2151 -1.3420 0.01 -0.04 0.43 0.000
H 3.2193 -2.9049 -1.3159 0.47 0.14 0.29 0.000
H 3.1875 -4.6824 -2.9551 -0.31 0.06 -0.18 0.000
H 1.2124 -4.9051 -4.4775 -0.01 -0.60 -0.70 0.000
H -0.6529 -3.2447 -4.3747 0.03 -0.16 0.17 0.000
H 2.6427 -3.6346 1.4428 -0.24 0.22 0.03 0.000
H 1.1696 -2.9066 0.7299 0.51 0.02 0.03 0.000
H 1.5650 -2.5773 2.3733 -0.10 -0.05 0.87 0.000
Cl -1.9099 6.6734 2.7545 -0.05 0.12 0.19 0.011
C -1.3247 5.4144 1.7151 -0.41 -0.20 -0.45 0.039
C -1.6572 5.4728 0.3416 -0.46 1.94 1.45 -0.006
C -1.2151 4.5031 -0.4880 0.29 -0.23 -1.36 0.027
C -0.4023 3.4613 -0.0009 -0.16 -0.85 -0.51 0.013
C -0.1237 2.3068 -0.8622 0.29 0.55 -0.54 0.168
C -0.0559 3.4393 1.3482 0.14 -0.27 0.46 0.035
C -0.5689 4.3712 2.2381 0.00 0.74 -0.95 -0.005
H -2.2205 6.3617 -0.0387 0.47 -0.99 0.44 -0.001
H -1.4881 4.6160 -1.5651 0.42 -0.55 0.90 0.001
H 0.7584 1.7347 -0.5674 0.05 0.12 0.06 0.011
H -0.0442 2.6144 -1.9282 -0.21 -0.51 0.58 0.010
H 0.6307 2.6718 1.7386 -0.44 0.23 -0.35 0.001
H -0.3098 4.3452 3.2741 0.04 0.04 0.48 -0.001
```
Positions in Å, forces in eV/Å.

As for the energy above the lowest of the compared OMol25 structures with the same formula, charge and spin: 18.6 kJ/mol. The total charge is 0. As for the multiplicity: 2. The HOMO energy (alpha / beta) is -7.16 / -7.71 eV. The calculation puts the frontier orbital gap (alpha / beta) at 7.47 / 7.67 eV. The value obtained for the calculated total energy is -94716.12765 eV.

# 2
The following is a DFT calculation (the ωB97M-V functional and the def2-TZVPD basis) of C23H27B2ClF3IN3O8P as an isolated structure.

Geometry as XYZ:
```
69
Properties=species:S:1:pos:R:3:forces:R:3:mulliken_charge:R:1
C -2.8924 -2.8905 -5.3324 -0.27 0.58 0.26 -1.437
C -2.2753 -1.5381 -4.9100 0.19 -0.75 -0.48 -0.195
B -0.7856 -1.3311 -5.4055 -0.22 -0.13 0.18 -0.234
O -0.1043 -2.3856 -5.9570 0.45 0.40 0.21 -0.614
C -0.1231 0.1373 -5.3509 -0.67 0.24 0.33 1.883
B -0.3621 0.7143 -6.8385 0.24 -0.18 -0.36 0.900
C -0.3982 -0.2212 -8.1067 0.46 0.50 0.11 -1.102
O -0.6004 2.0439 -6.9671 0.37 0.14 0.21 -0.715
C -0.9704 0.8769 -4.3245 0.72 -0.67 -0.14 -1.200
O -1.9218 1.5531 -4.5034 -1.07 0.34 -0.06 -0.494
N -0.3355 0.7108 -3.0373 0.13 0.68 0.61 -0.189
C 1.0360 1.0670 -3.3742 0.12 -0.17 0.30 0.930
C 1.1524 2.6097 -3.5260 -0.28 -0.34 -0.38 -1.827
C 0.1424 3.4640 -2.7504 0.36 0.04 0.05 -0.807
C 0.0474 3.3035 -1.2734 0.05 -0.09 0.29 0.055
F -0.9172 2.5020 -0.7667 -0.03 0.30 -0.10 -0.347
C 0.7961 3.9402 -0.3870 -0.15 -0.08 0.21 0.546
F 1.8862 4.6306 -0.6789 -0.31 0.12 -0.02 -0.257
F 0.5491 3.9405 0.9199 0.29 0.06 -0.34 -0.253
P 2.2704 0.6131 -2.0829 0.66 0.09 -0.14 0.630
O 3.6613 0.6780 -2.5736 0.14 -0.01 -0.06 -0.744
C 1.2800 0.2898 -4.7224 0.52 -0.20 -0.81 -0.547
Cl 2.0726 -1.2943 -4.3739 -0.14 -0.06 0.29 -0.188
I 2.6695 1.2526 -6.1013 0.06 -0.09 0.09 0.070
H -2.5097 -3.2322 -6.2874 0.13 -0.19 -0.04 0.313
H -2.7476 -3.6380 -4.5579 0.19 -0.27 -0.11 0.373
H -3.9674 -2.7636 -5.4368 -0.13 -0.12 -0.01 0.383
H -2.8908 -0.7413 -5.3264 0.00 0.30 0.21 0.343
H -2.3325 -1.4741 -3.8218 -0.09 0.38 0.13 0.291
H 0.0111 -3.0967 -5.3172 -0.26 -0.35 -0.34 0.315
H 0.3394 -1.0174 -8.0648 -0.10 -0.24 0.06 0.319
H -0.1887 0.3640 -9.0024 -0.12 0.01 -0.17 0.377
H -1.3978 -0.6441 -8.2164 -0.07 -0.20 -0.02 0.301
H -0.4377 2.3288 -7.8720 -0.34 0.09 -0.06 0.305
H -0.4174 -0.2323 -2.6750 -0.04 -0.15 -0.09 0.464
H 2.1792 2.9011 -3.3117 0.10 0.10 0.06 0.983
H 0.9994 2.8373 -4.5797 -0.04 0.19 -0.07 0.353
H 0.4380 4.4990 -2.9177 0.03 0.09 -0.12 0.591
H -0.8513 3.3621 -3.1765 -0.15 -0.16 0.09 0.318
H 2.0582 1.5690 -1.0796 -0.45 -0.11 0.14 -0.077
H 1.8667 -0.6097 -1.5133 -0.24 0.05 0.01 0.162
C 0.8891 1.8117 4.2269 0.02 -0.03 -0.01 -0.720
C 1.2967 0.8539 5.1470 -0.05 0.06 -0.07 -0.338
C 1.7028 -0.3987 4.7153 0.01 -0.01 0.21 -0.582
C 1.6954 -0.6667 3.3599 0.00 0.06 0.02 0.089
C 1.2909 0.2707 2.4301 -0.05 0.10 -0.16 -0.433
C 0.8837 1.5198 2.8691 -0.01 -0.04 0.03 -0.113
N 2.1378 -1.9898 2.8886 -0.04 0.00 0.00 1.044
O 2.4665 -2.8056 3.7235 0.02 -0.05 0.05 -0.613
O 2.1442 -2.1871 1.6899 0.00 -0.02 -0.08 -0.615
H 0.5764 2.7889 4.5695 -0.01 0.00 0.01 0.426
H 1.2982 1.0853 6.2033 0.00 -0.01 0.02 0.431
H 2.0202 -1.1506 5.4218 0.03 -0.07 -0.06 0.481
H 1.2913 0.0316 1.3774 0.03 -0.09 0.01 0.572
H 0.5684 2.2565 2.1440 0.00 -0.11 0.17 0.393
C -1.3273 -3.7421 8.5271 0.00 0.02 0.00 -0.447
C -0.4651 -3.3182 9.5287 -0.05 -0.01 -0.07 -0.413
C -0.3405 -1.9684 9.8130 0.15 -0.02 0.16 -0.376
C -1.0873 -1.0590 9.0875 -0.04 -0.23 -0.06 0.106
C -1.9469 -1.4625 8.0821 -0.15 0.03 -0.17 -0.309
C -2.0641 -2.8142 7.8039 0.07 -0.06 0.06 -0.443
N -0.9691 0.3736 9.4002 0.01 0.03 0.01 1.026
O -0.1896 0.6969 10.2722 0.05 0.01 0.04 -0.605
O -1.6587 1.1469 8.7682 -0.03 0.03 -0.07 -0.604
H -1.4255 -4.7971 8.3099 0.01 -0.01 -0.01 0.382
H 0.1106 -4.0391 10.0918 0.02 0.00 0.01 0.381
H 0.3274 -1.6296 10.5904 -0.03 0.09 0.00 0.456
H -2.5202 -0.7426 7.5180 0.05 0.12 0.09 0.458
H -2.7335 -3.1430 7.0215 -0.01 0.01 -0.02 0.390
```
Positions in Å, forces in eV/Å.

The total charge is 0. The HOMO energy is -9.52 eV. The calculation puts the frontier orbital gap at 8.97 eV. The value obtained for the calculated total energy is -84552.38983 eV.

# 3
The following is a DFT calculation (the ωB97M-V functional and the def2-TZVPD basis) of a single C4H6N2O4 molecule.

Geometry as XYZ:
```
16
Properties=species:S:1:pos:R:3:forces:R:3:mulliken_charge:R:1
C -2.8805 -1.1086 0.6537 -1.86 3.02 0.20 -0.669
O -1.9361 -0.1118 0.1567 0.01 0.59 0.34 -0.365
C -0.7056 -0.4836 0.3418 5.24 3.00 -0.71 0.618
N -0.3079 -1.5587 0.8427 -0.34 -2.34 0.39 -0.302
O 1.0413 -1.7070 0.8211 0.37 0.54 0.22 -0.246
N 1.6638 -0.4640 0.4150 -1.17 0.74 -0.24 0.718
O 2.8848 -0.3977 0.4323 1.11 -0.32 0.19 -0.781
C 0.7541 0.3942 0.0942 -5.75 -3.59 0.95 0.385
O 0.7610 1.6026 -0.3671 0.29 0.94 1.38 -0.349
C 1.8530 1.8267 -1.2061 0.36 -0.94 -3.33 -0.720
H -3.0022 -1.7437 -0.2322 -0.11 -0.86 1.22 0.315
H -3.8193 -0.4461 0.7924 1.23 -1.34 -0.47 0.230
H -2.5974 -1.3585 1.7012 -0.02 -0.92 -1.25 0.326
H 1.4459 1.4363 -2.1999 1.11 0.74 0.74 0.253
H 2.7525 1.2530 -0.9603 -0.31 0.18 0.23 0.359
H 2.0926 2.8668 -1.2855 -0.18 0.57 0.15 0.228
```
Positions in Å, forces in eV/Å.

As for the energy above the lowest of the compared OMol25 structures with the same formula, charge and spin: 785.4 kJ/mol. The total charge is 0. The HOMO energy is -8.87 eV. The calculation puts the frontier orbital gap at 9.58 eV. The value obtained for the calculated total energy is -15408.17175 eV.

# 4
The following is a DFT calculation (the ωB97M-V functional and the def2-TZVPD basis) of a 2-piece molecular cluster, C5H10O overall.

Geometry as XYZ:
```
16
Properties=species:S:1:pos:R:3:forces:R:3:mulliken_charge:R:1
C 2.1510 -0.3021 -0.2661 0.06 -0.01 0.00 -1.237
C 0.6703 -0.3031 -0.0712 -0.10 -0.05 0.18 0.744
C -0.0058 -0.5568 1.0446 0.28 0.03 -0.03 -0.629
O -1.3661 -0.5430 0.9390 -0.03 -0.08 0.02 -0.431
C -1.6751 -0.2152 -0.4295 -0.12 0.04 -0.21 -0.352
C -0.3331 -0.0505 -1.1752 -0.02 0.01 -0.08 -0.420
H 2.4956 0.6154 -0.7593 -0.08 -0.11 0.09 0.293
H 2.6769 -0.3925 0.6901 -0.09 0.01 -0.15 0.319
H 2.4630 -1.1416 -0.9005 -0.03 0.12 0.06 0.278
H 0.3636 -0.7590 2.0437 -0.01 -0.02 -0.16 0.418
H -2.2883 -1.0255 -0.8346 0.07 0.11 0.04 0.252
H -2.2681 0.7051 -0.4231 0.09 -0.12 -0.02 0.272
H -0.2238 0.9533 -1.6069 0.01 -0.15 0.08 0.241
H -0.2237 -0.7658 -2.0009 -0.02 0.08 0.13 0.259
H -0.9933 2.1893 1.8036 -0.04 0.05 0.04 0.126
H -1.4486 1.6239 1.9650 0.03 0.08 -0.02 -0.135
```
Positions in Å, forces in eV/Å.

As for the energy above the lowest of the compared OMol25 structures with the same formula, charge and spin: 175.0 kJ/mol. The total charge is 0. The HOMO energy is -8.11 eV. The calculation puts the frontier orbital gap at 9.19 eV. The value obtained for the calculated total energy is -7392.95160 eV.

Computed max |F| (eV Å⁻¹) in order:
2.46 1.13 6.84 0.28